{
  "formula": "CN4O4",
  "method": "the ωB97M-V functional and the def2-TZVPD basis",
  "total_energy_ha": -557.76662,
  "orbital_gap_ev": [7.83, 8.91],
  "e_above_lowest_kcal_mol": 58.0,
  "lumo_ev": [-2.015, -1.568],
  "species": ["C", "N", "N", "N", "N", "O", "O", "O", "O"],
  "positions_angstrom": [[-1.23013, 0.09427, 1.48938], [-0.68535, -0.67032, 0.68249], [-0.06023, -1.58937, -0.23031], [0.72453, -1.16180, -1.04280], [0.68496, 1.71794, -0.55422], [-1.81213, 0.68246, 2.28824], [1.38926, -1.65957, -1.88068], [-0.03643, 1.87979, 0.37667], [1.02551, 0.70659, -1.12877]],
  "atomic_forces_ev_per_a": [[2.49, -4.39, -3.88], [-0.15, 0.91, 0.35], [-2.94, 0.26, 3.55], [0.61, 0.77, -0.41], [-0.46, 1.79, 0.86], [-0.55, 0.95, 0.87], [0.02, -0.30, -0.14], [0.45, 0.07, -0.53], [0.53, -0.08, -0.67]],
  "nbo_charge": [0.88, -0.47, 0.00, 0.42, 0.49, -0.49, -0.25, -0.30, -0.28]
}

=====

{
  "formula": "C7H21FFeOP2",
  "method": "the ωB97M-V functional and the def2-TZVPD basis",
  "total_energy_ha": -2400.66487,
  "orbital_gap_ev": [6.00, 8.49],
  "spin_multiplicity": 5,
  "lumo_ev": [0.623, -0.488],
  "species": ["Fe", "H", "H", "P", "P", "C", "H", "H", "H", "C", "H", "H", "H", "C", "H", "H", "H", "C", "H", "H", "H", "C", "H", "H", "H", "C", "H", "H", "H", "C", "O", "H", "F"],
  "positions_angstrom": [[-0.13387, 0.14702, 0.21038], [0.41047, 0.99722, 1.62107], [-0.29313, 0.59584, 1.88652], [1.43953, 1.37630, -0.56280], [-1.19820, -1.69142, 0.46479], [-2.91141, -1.83509, -0.17262], [-3.32056, -2.82408, 0.05598], [-3.53283, -1.07033, 0.30121], [-2.92685, -1.67211, -1.25478], [-0.46599, -3.24985, -0.16543], [0.51985, -3.37588, 0.30243], [-1.10243, -4.12162, 0.04510], [-0.34436, -3.11883, -1.24781], [-1.51030, -2.09995, 2.22839], [-2.09699, -1.27349, 2.64230], [-2.06792, -3.03654, 2.33443], [-0.56157, -2.17246, 2.77223], [2.77500, 0.67683, -1.59860], [3.52723, 1.42930, -1.86509], [3.26309, -0.14213, -1.05971], [2.32529, 0.27481, -2.51111], [1.03484, 2.88186, -1.52970], [0.40227, 3.54447, -0.92990], [1.94622, 3.41685, -1.81931], [0.47379, 2.60009, -2.42596], [2.49918, 2.18595, 0.71688], [2.96662, 1.43296, 1.35976], [3.28842, 2.78095, 0.24155], [1.89007, 2.84398, 1.34453], [-1.67713, 1.36214, -0.07169], [-2.01294, 1.92467, -1.07895], [0.01902, -0.25126, -1.26441], [-2.62442, 1.46382, 1.03035]],
  "atomic_forces_ev_per_a": [[-0.82, 0.71, 0.04], [-1.14, -0.56, 1.41], [1.34, 0.89, 0.72], [3.33, 2.27, -0.49], [-1.40, -3.03, 1.06], [0.11, 0.38, -0.19], [0.14, 0.11, 0.00], [0.06, -0.05, -0.09], [0.01, 0.00, 0.15], [0.14, 0.25, -0.07], [-0.22, -0.10, -0.22], [0.18, 0.30, -0.03], [0.09, -0.18, 0.23], [-0.10, -0.19, -0.06], [0.07, -0.13, 0.08], [0.04, 0.12, 0.11], [-0.18, 0.02, -0.08], [-0.15, -0.36, -0.15], [-0.23, -0.08, 0.14], [-0.06, 0.09, -0.12], [0.11, -0.02, 0.11], [-0.53, -0.19, -0.11], [0.07, -0.13, -0.13], [-0.08, -0.22, 0.12], [0.03, 0.08, 0.14], [0.31, 0.25, -0.12], [-0.07, 0.06, -0.07], [-0.08, -0.01, 0.20], [0.06, -0.05, -0.04], [-1.76, 1.48, -1.59], [0.35, -0.64, 1.59], [0.10, -0.98, -2.27], [0.30, -0.06, -0.28]],
  "nbo_charge": [0.64, 0.02, 0.01, 0.90, 0.90, -0.94, 0.23, 0.26, 0.25, -0.93, 0.24, 0.23, 0.25, -0.96, 0.24, 0.22, 0.23, -0.94, 0.23, 0.23, 0.25, -0.94, 0.25, 0.22, 0.26, -0.97, 0.23, 0.22, 0.23, 0.40, -0.58, -0.42, -0.46]
}

=====

{
  "formula": "C25H17BrCo2O8",
  "method": "the ωB97M-V functional and the def2-TZVPD basis",
  "total_energy_ha": -6904.26248,
  "orbital_gap_ev": 4.93,
  "e_above_lowest_kcal_mol": 0.0,
  "charge": -2,
  "lumo_ev": 4.367,
  "species": ["C", "C", "O", "C", "C", "C", "C", "C", "C", "Br", "C", "C", "O", "H", "H", "H", "H", "H", "H", "H", "H", "H", "H", "O", "C", "Co", "C", "O", "C", "O", "C", "C", "C", "C", "C", "C", "C", "C", "C", "Co", "C", "O", "C", "O", "C", "O", "H", "H", "H", "H", "H", "H", "H"],
  "positions_angstrom": [[6.35404, 0.96992, -1.87916], [5.21259, 1.00014, -0.89931], [3.96549, 1.08817, -1.56731], [2.94659, 1.06708, -0.65333], [1.63287, 1.31727, -1.19856], [0.48685, 1.35104, -0.38374], [0.49559, 0.86370, 0.97526], [-0.63217, 0.96544, 1.77491], [-1.79721, 1.56349, 1.25554], [-3.33937, 1.72510, 2.37989], [-1.84746, 2.02468, -0.07226], [-0.73759, 1.89068, -0.89419], [3.23284, 0.88792, 0.55113], [7.28440, 1.11424, -1.32545], [6.41793, -0.01328, -2.35078], [6.27832, 1.76092, -2.63043], [5.24900, 0.10238, -0.25961], [5.33664, 1.88057, -0.25162], [1.57127, 1.53854, -2.27120], [1.41630, 0.45176, 1.38692], [-0.60211, 0.59057, 2.79806], [-2.75311, 2.48292, -0.45736], [-0.74505, 2.21630, -1.93495], [1.41385, 6.39356, 3.65212], [2.09107, 5.69125, 3.03725], [3.21078, 4.82160, 2.01484], [3.55485, 3.32014, 2.88808], [3.83773, 2.39323, 3.49899], [2.36175, 4.52103, 0.53452], [1.79887, 4.37291, -0.48487], [4.25523, 6.37069, 1.26650], [3.38767, 7.58494, 1.20995], [2.33737, 7.56766, 0.27878], [1.27930, 8.45379, 0.41461], [1.31479, 9.45120, 1.39748], [2.38020, 9.48765, 2.30732], [3.44285, 8.58423, 2.20943], [5.10274, 5.99297, 2.38927], [5.28970, 6.32352, 3.70703], [5.75641, 5.39922, 0.78202], [5.28030, 5.17173, -0.94028], [4.82706, 5.10057, -1.99622], [6.39727, 3.70744, 1.14559], [6.76913, 2.64856, 1.48502], [7.29453, 6.33537, 0.61431], [8.20577, 7.05684, 0.59504], [2.34513, 6.80477, -0.50513], [0.43258, 8.35910, -0.26349], [0.50068, 10.18976, 1.45116], [2.38171, 10.23881, 3.10230], [4.27625, 8.64871, 2.92136], [6.24702, 6.00452, 4.13749], [4.63191, 7.09814, 4.13974]],
  "atomic_forces_ev_per_a": [[0.12, -0.20, -0.22], [0.51, 0.34, 0.41], [0.53, -0.20, -0.22], [-1.96, 0.25, 0.97], [1.71, -0.60, -0.17], [-0.13, -0.12, 0.28], [-0.48, 0.35, -0.14], [-0.32, 0.34, -0.58], [0.53, -0.11, -0.35], [-0.07, 0.03, -0.02], [0.15, -0.33, 0.34], [0.27, -0.35, 0.72], [-0.11, 0.02, -1.07], [0.03, 0.04, 0.01], [-0.01, 0.11, -0.31], [-0.04, -0.13, 0.00], [-0.06, 0.40, -0.14], [-0.25, -0.47, -0.13], [-0.02, 0.07, 0.51], [-0.38, 0.16, -0.25], [-0.10, 0.14, -0.21], [0.01, -0.06, 0.09], [-0.14, 0.07, 0.28], [-0.21, -0.59, -0.39], [0.11, 1.47, 1.39], [1.00, -0.09, -0.07], [-0.35, -1.53, 0.39], [0.00, 0.52, -0.20], [-0.89, -1.44, -3.92], [1.02, 0.68, 2.67], [-1.09, 0.58, 2.77], [0.84, -0.36, 0.04], [-0.08, 0.48, 0.16], [0.33, 0.23, -0.26], [-0.14, -0.04, 0.28], [-0.04, 0.25, -0.40], [-0.46, 0.01, -0.48], [-0.81, 1.97, 0.38], [0.33, -0.07, -1.98], [2.14, -2.11, -1.71], [-1.19, 0.04, -0.99], [0.76, 0.07, 1.09], [0.21, -2.32, 1.43], [-0.71, 3.05, -1.02], [0.83, 1.60, 0.44], [-1.15, -1.21, -0.10], [-0.12, 0.30, 0.41], [0.11, 0.20, 0.09], [0.37, -0.44, 0.14], [0.03, -0.16, -0.26], [-0.46, -0.21, -0.47], [-0.66, 0.12, 0.47], [0.47, -0.75, 0.24]],
  "nbo_charge": [-0.62, -0.07, -0.54, 0.72, -0.54, -0.01, -0.20, -0.25, -0.18, -0.06, -0.24, -0.25, -0.74, 0.20, 0.19, 0.20, 0.18, 0.18, 0.19, 0.25, 0.20, 0.20, 0.19, -0.57, 0.49, -0.02, 0.55, -0.52, 0.50, -0.56, -0.32, -0.07, -0.20, -0.21, -0.26, -0.23, -0.19, -0.20, -0.52, -0.08, 0.59, -0.53, 0.54, -0.55, 0.53, -0.57, 0.23, 0.20, 0.19, 0.19, 0.20, 0.19, 0.19]
}

=====

{
  "formula": "C8H19N3O",
  "method": "the ωB97M-V functional and the def2-TZVPD basis",
  "total_energy_ha": -555.65327,
  "orbital_gap_ev": 9.57,
  "smiles": "C[C@H]1CC=NN1.CCOCCN",
  "e_above_lowest_kcal_mol": 28.1,
  "lumo_ev": 0.901,
  "species": ["C", "C", "C", "C", "N", "N", "H", "H", "H", "H", "H", "H", "H", "H", "C", "C", "O", "C", "C", "N", "H", "H", "H", "H", "H", "H", "H", "H", "H", "H", "H"],
  "positions_angstrom": [[-1.56700, -2.35243, 0.22298], [-2.25814, -1.00563, 0.09439], [-1.80504, 0.06668, 1.09087], [-1.95081, 1.29232, 0.23325], [-2.04105, 1.03431, -1.01747], [-1.93983, -0.34704, -1.18201], [-0.47750, -2.23047, 0.13939], [-1.79243, -2.81189, 1.19810], [-1.89253, -3.03379, -0.55811], [-3.34602, -1.13730, 0.19072], [-0.74615, -0.08026, 1.37932], [-2.40069, 0.09493, 2.01377], [-1.92572, 2.32134, 0.58356], [-2.51404, -0.63856, -1.96434], [0.90219, 2.95228, 0.60397], [0.76572, 1.83866, -0.41243], [1.70478, 0.83308, -0.10557], [1.66411, -0.25770, -0.99552], [2.69248, -1.27761, -0.53761], [2.49050, -1.78079, 0.81620], [0.18806, 3.75840, 0.39541], [1.91795, 3.37215, 0.58079], [0.71389, 2.57188, 1.61871], [0.94152, 2.21790, -1.43193], [-0.24912, 1.40711, -0.42016], [0.64758, -0.70859, -1.00078], [1.88275, 0.07639, -2.02788], [3.68945, -0.81210, -0.59161], [2.69138, -2.12295, -1.23704], [2.41224, -0.97625, 1.44998], [1.60147, -2.26406, 0.87106]],
  "atomic_forces_ev_per_a": [[0.18, 0.07, 0.39], [0.04, -0.15, 0.14], [0.07, -0.08, 0.33], [-1.10, -0.04, -0.23], [-1.07, -0.11, 0.53], [-0.07, 0.04, -0.16], [-0.34, -0.02, 0.02], [0.05, 0.12, -0.31], [-0.04, -0.11, -0.08], [0.03, 0.02, -0.03], [-0.22, 0.10, -0.13], [0.17, 0.00, -0.30], [-0.02, -0.21, -0.10], [0.12, 0.07, 0.05], [0.09, 0.03, 0.13], [-0.11, -0.04, -0.20], [0.44, -0.12, 0.17], [-0.29, -0.21, -0.18], [0.24, 0.13, -0.20], [-0.05, 0.46, 0.34], [0.14, -0.14, 0.02], [-0.29, -0.10, 0.02], [0.04, 0.10, -0.22], [0.06, 0.03, 0.05], [1.74, 0.53, -0.05], [0.38, 0.22, -0.06], [-0.04, -0.06, 0.21], [-0.25, -0.17, 0.04], [0.02, 0.13, 0.10], [0.07, -0.42, -0.31], [0.00, -0.06, 0.03]],
  "nbo_charge": [-0.61, -0.07, -0.49, 0.02, -0.22, -0.47, 0.20, 0.21, 0.21, 0.18, 0.22, 0.23, 0.21, 0.37, -0.63, -0.09, -0.56, -0.08, -0.24, -0.82, 0.21, 0.22, 0.20, 0.16, 0.20, 0.17, 0.16, 0.19, 0.19, 0.36, 0.34]
}

=====

{
  "formula": "C2H36O15",
  "method": "the ωB97M-V functional and the def2-TZVPD basis",
  "total_energy_ha": -1226.27235,
  "orbital_gap_ev": 9.92,
  "e_above_lowest_kcal_mol": 37.9,
  "lumo_ev": -0.400,
  "species": ["C", "C", "H", "H", "H", "H", "H", "H", "H", "H", "O", "H", "H", "O", "H", "H", "O", "H", "H", "O", "H", "H", "O", "H", "H", "O", "H", "H", "O", "H", "H", "O", "H", "H", "O", "H", "H", "O", "H", "H", "O", "H", "H", "O", "H", "H", "O", "H", "H", "O", "H", "H", "O"],
  "positions_angstrom": [[-1.70065, -0.11246, 3.62348], [-0.79799, 0.39027, 2.49470], [-2.05762, 0.87180, 4.16353], [-1.23851, -0.72127, 4.37941], [-2.47115, -0.68894, 3.13921], [-1.07950, 1.39447, 2.41625], [0.24988, 0.31235, 2.55243], [-0.70672, -0.47533, 1.83669], [0.22214, -0.86131, -2.36079], [-0.29103, -1.76203, -1.34278], [-0.44195, -1.54270, -2.29773], [3.23044, 0.51340, 0.45998], [4.15269, -0.51993, 1.11026], [3.62501, -0.36005, 0.31471], [3.25973, -2.52420, -0.90377], [2.98240, -1.14084, -1.45811], [2.56444, -1.91435, -1.25153], [-0.10013, -4.75023, 0.60701], [-0.14725, -4.14111, -0.75570], [-0.29341, -3.88601, 0.07455], [1.89552, -1.84142, 0.62555], [1.73810, -2.05732, 2.15836], [1.60655, -2.50406, 1.26002], [1.50707, 1.83807, 4.09273], [1.10610, 3.25564, 3.53306], [1.51456, 2.43403, 3.36549], [-1.75146, -2.37599, 2.44246], [-1.48330, -2.77778, 0.95490], [-2.09986, -2.34432, 1.53922], [2.46285, 2.88699, 0.66512], [1.82349, 2.21491, 1.74976], [2.14549, 1.99969, 0.90147], [0.98777, 1.00099, -4.23341], [1.02163, 1.57057, -2.72540], [1.20190, 0.79225, -3.35291], [-1.37739, 3.94202, 0.67966], [-2.06191, 3.47836, 2.01013], [-1.22446, 3.78727, 1.65396], [-0.54523, 3.40277, -1.93107], [-1.61688, 2.97689, -2.92742], [-1.45588, 3.62191, -2.27774], [-3.67383, 0.62877, 0.61470], [-3.98271, 1.19281, -0.56371], [-3.97592, 1.48681, 0.25518], [1.41215, -3.25284, -2.17651], [-0.01736, -3.23698, -2.90684], [0.71739, -3.78114, -2.56441], [-2.56834, -0.66331, -2.52781], [-2.73525, -1.79443, -1.53551], [-3.14895, -0.97972, -1.83299], [1.91989, 3.19257, -1.86818], [1.24416, 2.46471, -0.67881], [0.97527, 2.78793, -1.53785]],
  "atomic_forces_ev_per_a": [[0.26, 2.42, 1.15], [0.29, -2.77, 1.05], [0.02, -2.28, -0.78], [0.34, -0.39, 0.36], [-0.80, 0.29, 0.33], [-0.22, 1.11, -2.10], [1.85, 0.82, 1.85], [-1.73, 0.94, -1.85], [0.56, 0.83, -0.96], [-0.52, -0.21, -0.95], [-0.25, 0.18, 1.87], [-0.10, 0.08, 0.16], [-0.07, 0.07, -0.28], [0.63, 0.52, 0.81], [-0.84, 0.94, -0.36], [1.83, 3.06, -0.76], [-1.39, -4.66, 0.36], [-0.54, 2.63, -1.27], [1.10, -1.47, -5.93], [-0.83, -1.36, 6.76], [0.18, 0.17, -0.35], [-0.22, -0.94, -1.93], [0.32, 0.95, 2.77], [-0.33, -0.32, 0.98], [-0.96, 1.18, 0.79], [1.15, -0.50, -1.36], [0.06, -0.26, -0.60], [0.74, -0.63, -0.22], [-0.87, 0.52, 0.77], [0.42, -0.36, -0.17], [-1.19, -0.32, 2.65], [1.08, 0.70, -2.83], [-0.51, 0.63, -1.53], [0.12, -1.32, -1.43], [0.33, 0.31, 2.92], [-0.05, -0.39, 1.57], [-0.19, -0.03, -0.30], [0.23, 0.43, -1.36], [-1.41, 0.36, -0.56], [-0.46, -1.28, -1.26], [1.41, 1.13, 1.72], [-0.08, 0.66, 0.73], [-0.35, -1.41, -6.97], [0.55, 0.66, 6.26], [-0.05, 0.92, -0.11], [1.17, 0.18, 0.46], [-0.71, -1.87, -0.54], [0.27, -0.11, 0.03], [0.03, 0.07, 0.02], [-0.60, 0.19, 0.12], [-3.59, -1.24, 0.90], [-0.29, -0.75, 1.10], [4.22, 1.93, -1.74]],
  "nbo_charge": [-0.62, -0.68, 0.19, 0.19, 0.22, 0.24, 0.19, 0.25, 0.50, 0.48, -0.98, 0.50, 0.48, -0.99, 0.49, 0.49, -0.96, 0.48, 0.48, -0.96, 0.50, 0.45, -0.96, 0.50, 0.50, -0.96, 0.46, 0.50, -0.97, 0.46, 0.51, -0.97, 0.47, 0.50, -1.00, 0.49, 0.48, -0.97, 0.49, 0.46, -0.97, 0.47, 0.46, -0.93, 0.50, 0.50, -1.01, 0.48, 0.48, -0.96, 0.49, 0.51, -0.97]
}

=====

{
  "formula": "CHI2O4P",
  "method": "the ωB97M-V functional and the def2-TZVPD basis",
  "total_energy_ha": -1276.41435,
  "orbital_gap_ev": [3.76, 4.46],
  "spin_multiplicity": 3,
  "charge": -2,
  "lumo_ev": [5.002, 3.299],
  "species": ["C", "O", "O", "O", "O", "P", "I", "I", "H"],
  "positions_angstrom": [[0.41110, 0.50152, -0.70510], [0.18062, -1.58278, 2.27510], [-1.22668, -1.32943, 0.05052], [-1.01288, 0.60427, 1.75252], [1.11729, 0.01176, 0.17852], [-0.51914, -0.68894, 1.24202], [0.92806, 2.65838, -1.23913], [0.72060, -0.54649, -2.86587], [-0.59899, 0.37173, -0.68857]],
  "atomic_forces_ev_per_a": [[2.95, 0.53, 0.10], [-0.68, 0.77, -1.56], [0.53, 0.22, 1.21], [-0.41, 1.15, -0.10], [-0.60, -0.62, 1.15], [0.48, -3.35, 1.97], [0.37, 1.42, -0.84], [0.43, -0.36, -1.84], [-3.07, 0.24, -0.09]],
  "nbo_charge": [0.03, -1.19, -1.19, -1.19, -0.68, 2.44, -0.25, -0.11, 0.15]
}